1.
Below is a 2-piece molecular cluster, C9H14O overall in a non-equilibrium geometry, with properties calculated with ωB97M-V/def2-TZVPD.

CARTESIAN COORDINATES (ANGSTROEM)
H1 0.83580 -2.46804 1.82136
H2 -1.30531 -0.91592 -0.32754
C1 1.23051 0.08310 1.59849
C2 0.23228 -0.73420 1.10726
H3 1.11070 3.81737 -0.03560
C3 -0.72634 -0.20806 0.25121
C4 -0.84895 1.13370 0.04887
C5 -1.05777 -2.61352 -2.08318
H4 -0.33469 -1.85612 -4.01010
H5 -0.67683 -0.57698 -2.87774
C6 0.20772 2.00671 0.44462
H6 -1.57882 1.52934 -0.63262
H7 -0.63881 3.95316 -0.24170
C7 -0.31860 -1.59120 -2.95215
C8 0.13341 3.46552 0.36408
H8 0.00200 3.97105 1.33692
C9 1.25741 1.42862 1.16486
H9 0.74410 -1.57990 -2.55008
H10 -0.63024 -3.64821 -1.98992
O1 0.14824 -2.10015 1.24666
H11 2.16206 2.02118 1.24120
H12 -2.03024 -2.99630 -2.38859
H13 1.87281 -0.23929 2.39301
H14 -0.85137 -2.24814 -1.03242

Summary:
HOMO-LUMO gap in eV: 9.13
E in a.u.: -426.5207
2S+1: 1
Relative energy (zero: lowest compared OMol25 entry of this formula, charge and spin) in kJ/mol: 136.7
LUMO energy in Eh: 0.0308
SMILES: Cc1ccc(O)cc1.CC
Highest occupied orbital energy in eV: -8.3


2.
Below is one molecule with the formula C19H22N2O4S in a non-equilibrium geometry, with properties calculated with ωB97M-V/def2-TZVPD.

CARTESIAN COORDINATES (ANGSTROEM)
C1 -3.09212 -0.10657 0.93782
H1 4.02355 2.25734 -0.74676
S1 3.86461 1.14134 0.01615
H2 4.79529 -1.49278 0.21305
N1 1.37924 -0.10872 -0.17267
H3 1.73164 0.82651 0.04371
N2 -2.29221 0.92870 0.38263
H4 -3.69777 -3.21882 2.14187
C2 2.17258 -0.80199 -1.04689
C3 4.64861 -1.36996 -0.86323
H5 3.90376 1.30785 -2.59587
C4 -0.07112 -0.41027 0.06166
H6 -5.11331 1.72774 -0.58316
H7 -1.82924 3.97560 2.52500
H8 6.02853 0.58852 -3.24069
H9 5.32784 -1.01920 -3.71416
O1 1.77776 -1.81835 -1.60488
H10 4.26971 -2.32887 -1.24053
H11 -5.05358 2.48435 1.11056
H12 -1.23457 -2.58103 2.46781
C5 5.42590 -0.26901 -2.92232
H13 -1.19375 -2.77147 0.73967
H14 -6.48463 -0.13503 1.24377
C6 3.99176 0.23950 -2.57249
O2 -0.50028 1.76772 -0.68078
C7 -3.09646 2.15788 0.11049
H15 6.61712 -1.74930 -1.79627
C8 -1.35608 -2.01744 1.55585
C9 -0.24565 -0.97937 1.49858
C10 -4.55939 1.76375 0.36986
H16 3.22781 -0.12404 -3.28808
C11 -5.43959 -0.46801 1.31544
H17 -2.97876 2.43492 -0.94393
H18 -0.42937 -0.16289 2.20272
C12 5.91674 -0.89625 -1.59136
H19 0.75823 -1.43317 1.77232
H20 6.47390 -0.18402 -0.98218
H21 -0.50733 -1.13016 -0.62384
H22 -5.89846 -2.46724 2.09729
C13 -2.74965 -1.37221 1.45280
C14 -4.39927 0.35546 0.91017
C15 -5.13245 -1.73670 1.74773
C16 3.62444 -0.27310 -1.19980
O3 -3.05143 4.42059 0.63407
C17 -3.82880 -2.17296 1.79767
O4 -2.03218 3.08959 2.16202
C18 -2.69665 3.31476 0.98939
C19 -0.99492 0.81679 -0.09024

Summary:
HOMO-LUMO gap in eV: 9.05
E in a.u.: -1545.9181
2S+1: 1
Relative energy (zero: lowest compared OMol25 entry of this formula, charge and spin) in kJ/mol: 46.8
LUMO energy in Eh: 0.0196
SMILES: O=C(O)[C@@H]1Cc2cccc3c2N1C(=O)[C@@H](NC(=O)C1(S)CCCC1)CC3
Highest occupied orbital energy in eV: -8.5